Below is a gas-phase ion, FN2O3S (charge -1) in a non-equilibrium geometry, with properties calculated with wB97M-V/def2-TZVPD.

The highest occupied orbital energy comes out at -4.68 eV. The relative energy (zero: lowest compared OMol25 entry of this formula, charge and spin) comes out at 21.50 kcal/mol. Its lowest unoccupied orbital energy is 3.37 eV. For the gap between HOMO and LUMO, the calculation gives 8.046 eV. Its net charge is -1.

Structure (XYZ):
```
7
Properties=species:S:1:pos:R:3:forces:R:3:mulliken_charge:R:1
N 1.660416 -0.676759 -0.076154 1.7 -1.4 -4.8 0.1021
N -1.385811 0.216493 -0.308525 -1.1 -0.5 -2.4 0.4944
O 1.647787 -0.933976 -1.346624 0.3 -0.2 2.4 -0.4851
O -2.295090 -0.527890 -0.692302 0.5 0.6 0.5 -0.5965
O -1.501107 1.437467 -0.262996 -0.6 -0.1 0.2 -0.5169
F 1.383481 0.442277 2.110599 0.4 -0.4 -0.4 -0.4633
S 0.490324 0.042388 0.576002 -1.2 2.0 4.6 0.4653
```
Forces are in eV/Å.